{"formula": "C2H4NO2", "method": "ωB97M-V with the def2-TZVPD basis set", "e_above_lowest_kcal_mol": 44.4, "homo_lumo_gap_ev": 11.1, "energy_ev": -7714.0306, "charge": 1, "smiles": "[NH3+][C@H]1OC1=O", "species": ["C", "C", "N", "O", "O", "H", "H", "H", "H"], "coordinates": [[1.099, -0.086, 1.081], [-0.277, -0.300, 0.417], [-0.619, 0.353, -0.852], [1.785, 0.471, 1.819], [1.038, -1.064, 0.215], [-0.941, -1.100, 0.862], [-1.544, 0.796, -0.728], [-0.478, -0.330, -1.707], [-0.063, 1.261, -1.108]]}

---

{"formula": "C2H4NO2", "method": "ωB97M-V with the def2-TZVPD basis set", "e_above_lowest_kcal_mol": 154.9, "homo_lumo_gap_ev": [8.6, 10.6], "energy_ev": -7709.2409, "charge": 1, "species": ["C", "C", "N", "O", "O", "H", "H", "H", "H"], "coordinates": [[-1.707, -0.013, 0.313], [-0.320, -0.352, -0.003], [0.917, 0.465, 0.044], [-2.732, 0.414, -0.022], [-0.990, -0.562, 1.225], [0.802, -1.942, -1.920], [1.151, 0.959, -0.775], [1.836, -0.093, 0.243], [1.041, 1.124, 0.894]]}

---

{"formula": "C2H4NO2", "method": "ωB97M-V with the def2-TZVPD basis set", "e_above_lowest_kcal_mol": 45.8, "homo_lumo_gap_ev": 11.2, "energy_ev": -7713.9707, "charge": 1, "smiles": "[NH3+][C@H]1OC1=O", "species": ["C", "C", "N", "O", "O", "H", "H", "H", "H"], "coordinates": [[1.591, 0.240, 0.048], [0.203, -0.244, 0.436], [-1.059, 0.158, -0.225], [2.521, 0.916, 0.251], [1.116, -0.880, -0.492], [0.154, -0.821, 1.276], [-1.364, 1.072, -0.416], [-1.983, -0.118, 0.228], [-1.179, -0.325, -1.107]]}

---

{"formula": "C2H4NO2", "method": "ωB97M-V with the def2-TZVPD basis set", "e_above_lowest_kcal_mol": 85.0, "homo_lumo_gap_ev": [10.5, 10.5], "energy_ev": -7712.2682, "charge": 1, "smiles": "[NH3+][C@H]1OC1=O", "species": ["C", "C", "N", "O", "O", "H", "H", "H", "H"], "coordinates": [[-2.326, -0.252, -0.055], [-0.941, -0.503, -0.384], [0.169, 0.209, 0.265], [-3.405, 0.635, -0.268], [-1.801, -1.334, 0.422], [-0.854, -1.060, -1.391], [0.365, 1.109, -0.355], [0.953, -0.368, 0.422], [-0.173, 0.417, 1.178]]}

---

{"formula": "C2H4NO2", "method": "ωB97M-V with the def2-TZVPD basis set", "e_above_lowest_kcal_mol": 41.0, "homo_lumo_gap_ev": 12.1, "energy_ev": -7714.1799, "charge": 1, "species": ["C", "C", "N", "O", "O", "H", "H", "H", "H"], "coordinates": [[1.366, -0.493, 0.127], [-0.331, 0.412, -0.059], [-1.594, 0.590, -0.167], [0.083, -1.149, -0.106], [0.811, 0.837, 0.265], [2.045, -0.462, -0.735], [1.879, -0.856, 1.021], [-2.094, -0.256, -0.476], [-2.164, 1.377, 0.131]]}

---

{"formula": "C2H4NO2", "method": "ωB97M-V with the def2-TZVPD basis set", "e_above_lowest_kcal_mol": 28.4, "homo_lumo_gap_ev": 11.3, "energy_ev": -7714.7232, "charge": 1, "species": ["C", "C", "N", "O", "O", "H", "H", "H", "H"], "coordinates": [[-1.774, 0.491, -0.065], [1.002, 0.264, -0.036], [1.493, -0.876, 0.055], [1.096, 1.395, -0.037], [-0.932, -0.334, 0.181], [-2.888, 0.186, 0.073], [-1.766, 1.614, -0.186], [2.525, -0.893, 0.201], [1.245, -1.847, -0.186]]}

---

{"formula": "C2H4NO2P", "method": "ωB97M-V with the def2-TZVPD basis set", "e_above_lowest_kcal_mol": 41.9, "homo_lumo_gap_ev": 9.8, "energy_ev": -17011.5926, "smiles": "N=C=O.C=PO", "species": ["C", "C", "N", "O", "O", "P", "H", "H", "H", "H"], "coordinates": [[0.723, 2.644, -0.035], [-1.036, -0.956, 0.689], [1.160, 1.920, -0.878], [0.282, 3.337, 0.779], [-0.247, -2.869, -0.743], [-1.441, -1.838, -0.650], [-1.501, -0.020, 0.832], [-0.096, -0.812, 1.235], [0.522, -2.472, -0.281], [1.633, 1.066, -0.948]]}

---

{"formula": "C2H4NO2P", "method": "ωB97M-V with the def2-TZVPD basis set", "e_above_lowest_kcal_mol": 106.2, "homo_lumo_gap_ev": [6.1, 9.0], "energy_ev": -17008.8053, "species": ["C", "C", "N", "O", "O", "P", "H", "H", "H", "H"], "coordinates": [[-1.514, 0.521, 0.476], [-0.854, -0.752, 0.310], [-1.243, 1.596, -0.049], [0.548, -0.640, 0.236], [2.986, 0.184, 0.383], [1.827, 0.167, -0.571], [-0.955, -1.357, 1.204], [-1.080, -1.199, -0.713], [-1.646, 2.531, 0.033], [1.931, -1.052, -1.309]]}